# 1
Here is a structure of composition C36H29AlGeN4O2Se2Te2 from OMol25. Energies are from the ωB97M-V functional and the def2-TZVPD basis.

Results
- net charge = -2
- lowest unoccupied orbital energy (hartree) = 0.1409
- E_HOMO (eV) = -1.94
- E_tot (eV) = -256258.6417
- max |F| (eV/Å) = 0.44
- multiplicity = 1

Atoms and positions in Å:
Al 3.11424 -1.10350 0.19388
Se 1.59275 -3.01059 -0.77628
Te 1.54401 -4.76996 1.00535
Te 4.24445 -5.01880 1.07231
Se 4.80219 -2.57746 1.26505
N 7.40213 2.98766 -1.64221
C 6.78058 2.51281 -0.78336
N 6.15479 2.06125 0.27636
C 5.33088 1.08397 0.30368
N 4.58784 0.20705 0.50012
O 0.61268 1.18622 2.03220
C 1.05060 0.04709 2.12724
O 2.01650 -0.41336 1.40885
C 0.41950 -0.92779 3.09937
C -0.57157 -1.82391 2.35923
Ge -2.24215 -1.00967 1.80674
C -3.49989 -2.48421 1.48580
C -4.78443 -2.53962 2.02170
C -5.62808 -3.61114 1.75071
C -5.19224 -4.64828 0.93906
C -3.91271 -4.60969 0.39944
C -3.07564 -3.53669 0.67040
C -2.17065 0.00204 0.14484
C -1.03923 -0.00166 -0.66880
C -1.04778 0.65539 -1.89159
C -2.18355 1.33028 -2.31254
C -3.32097 1.33960 -1.51354
C -3.31281 0.67162 -0.29757
C -2.97462 0.10690 3.24175
C -3.33487 -0.47724 4.45750
C -3.81187 0.29049 5.51105
C -3.93117 1.66618 5.36531
C -3.56603 2.26424 4.16788
C -3.09112 1.48921 3.11705
H -0.06785 -0.34204 3.88049
H 1.19554 -1.55143 3.54937
H -0.84700 -2.67349 2.99035
H -0.09826 -2.25622 1.47137
H -5.13737 -1.73524 2.65885
H -6.62553 -3.63541 2.17490
H -5.84587 -5.48681 0.72884
H -3.56176 -5.41754 -0.23097
H -2.07508 -3.52803 0.24504
H -0.14532 -0.53635 -0.36603
H -0.16082 0.63935 -2.51013
H -2.18472 1.84434 -3.26665
H -4.21450 1.85810 -1.84246
H -4.21143 0.67080 0.31322
H -3.23994 -1.55097 4.58811
H -4.08462 -0.18325 6.44685
H -4.29739 2.27056 6.18683
H -3.63984 3.33909 4.05351
H -2.78831 1.96995 2.19368
N 2.84657 -0.46044 -1.52621
C 2.77089 0.54841 -2.25700
C 2.66633 0.38389 -3.76234
C 3.17626 -0.77496 -4.34356
C 3.04343 -1.00115 -5.70337
C 2.37806 -0.08048 -6.50540
C 1.85373 1.06958 -5.93485
C 2.00689 1.30297 -4.57380
C 2.79263 1.95391 -1.72042
C 2.13937 2.23348 -0.52113
C 2.22140 3.49455 0.04735
C 2.97660 4.48754 -0.56399
C 3.64608 4.21279 -1.74753
C 3.54419 2.95700 -2.32832
H 3.64860 -1.50014 -3.69235
H 3.44926 -1.90633 -6.13941
H 2.26545 -0.26237 -7.56798
H 1.32174 1.78772 -6.54824
H 1.60673 2.21000 -4.13568
H 1.57252 1.45560 -0.01195
H 1.70450 3.68310 0.98032
H 3.06435 5.46594 -0.10656
H 4.28021 4.96222 -2.20253
H 4.09254 2.74333 -3.23722

***

# 2
Here is a structure of composition C36H29CrNO5 from OMol25. Energies are from the ωB97M-V functional and the def2-TZVPD basis.

Results
- net charge = +1
- lowest unoccupied orbital energy (alpha / beta) (hartree) = -0.1193 / -0.2137
- E_HOMO (alpha / beta) (eV) = -9.11 / -10.97
- energy relative to the best compared isomer or geometry (same formula, charge and spin) (kcal/mol) = 9.0
- E_tot (eV) = -77940.8764
- max |F| (eV/Å) = 5.38
- multiplicity = 4

Atoms and positions in Å:
C 1.42007 4.33534 -3.56931
C 0.08957 3.69362 -3.27328
O 0.30875 2.83641 -2.12529
C -0.81126 2.26247 -1.67222
C -0.59809 1.40530 -0.45692
C -1.81096 0.89807 0.21762
N 0.58306 1.48527 0.09744
C 0.97984 1.55604 1.33330
C 1.95664 2.52157 1.79206
C 2.04993 2.81771 3.17798
C 2.85538 3.85953 3.63729
C 3.60662 4.61971 2.72930
C 3.51314 4.35299 1.35403
C 2.70687 3.30898 0.88482
O -1.90901 2.44526 -2.18613
H 1.30996 5.04919 -4.39408
H 1.80658 4.88742 -2.70075
H 2.17260 3.58983 -3.86248
H -0.67965 4.43539 -3.01027
H -0.26755 3.09133 -4.12612
H -2.65161 0.97279 -0.49041
H -1.65105 -0.14486 0.52114
H -1.99925 1.49670 1.13012
H 0.48898 0.95526 2.11256
H 1.44333 2.24328 3.88226
H 2.90104 4.09067 4.70668
H 4.25941 5.41396 3.09667
H 4.07377 4.97080 0.64915
H 2.60838 3.10359 -0.18200
O -0.67091 -0.88639 5.43320
C -0.81445 -1.85037 4.78996
Cr -1.09862 -3.37443 3.71508
C -2.42239 -2.30391 2.92133
O -3.23107 -1.57325 2.49871
C -2.44039 -3.91390 4.97516
O -3.30059 -4.13525 5.72875
C 0.10233 -5.19481 3.97690
C 0.93541 -4.07715 4.00164
C 0.85543 -3.09887 2.98864
C 0.06013 -3.32540 1.84325
C -0.06878 -2.36483 0.77744
C -0.16222 -1.79158 -0.30490
C -0.39382 -1.18216 -1.53568
C -1.73904 -1.30325 -2.11402
C -2.57334 -2.35893 -1.68661
C -3.87916 -2.46792 -2.15472
C -4.40633 -1.49802 -3.01797
C -3.60519 -0.43616 -3.44888
C -2.30406 -0.32487 -2.96174
C 0.72063 -0.65932 -2.28499
C 1.97256 -0.53495 -1.64990
C 3.03979 0.08308 -2.29498
C 2.83560 0.65953 -3.55529
C 1.62541 0.46544 -4.23763
C 0.60453 -0.26154 -3.63905
C -0.84549 -4.41595 1.88572
C -0.79975 -5.36243 2.91340
H 0.13284 -5.91442 4.80161
H 1.60401 -3.93972 4.85300
H 1.44467 -2.17995 3.04321
H -2.16031 -3.09835 -0.99706
H -4.48494 -3.31084 -1.82683
H -5.44400 -1.54804 -3.34468
H -3.97103 0.32847 -4.14242
H -1.72608 0.55630 -3.23109
H 2.07854 -0.96225 -0.65183
H 4.01567 0.12912 -1.80332
H 3.61449 1.26022 -4.02998
H 1.46905 0.86664 -5.24350
H -0.27191 -0.53080 -4.22482
H -1.56619 -4.51145 1.06834
H -1.48651 -6.21098 2.89337

***

# 3
Here is a structure of composition C36H29N9OS4W from OMol25. Energies are from the ωB97M-V functional and the def2-TZVPD basis.

Results
- lowest unoccupied orbital energy (alpha / beta) (hartree) = -0.0071 / -0.0073
- E_HOMO (alpha / beta) (eV) = -6.66 / -7.62
- energy relative to the best compared isomer or geometry (same formula, charge and spin) (kcal/mol) = 15.1
- E_tot (eV) = -98429.9295
- max |F| (eV/Å) = 0.83
- multiplicity = 3

Atoms and positions in Å:
W 0.40410 -0.50421 -1.00854
C 0.71754 3.63045 0.77960
C 0.12383 2.43476 0.08697
N 0.75438 1.30476 0.07234
N 2.10561 1.31066 0.51920
C 2.88691 1.08692 -0.47573
S 2.30496 0.74775 -2.09177
S 4.61204 1.07030 -0.27522
C 4.76771 1.45403 1.48815
C 4.35505 2.84485 1.89776
C 3.70130 3.02493 3.11194
C 3.34688 4.29289 3.54755
C 3.62761 5.40086 2.76116
C 4.26932 5.22880 1.54231
C 4.63609 3.96036 1.11714
C -1.12837 2.60700 -0.63954
C -1.94714 3.70146 -0.31098
C -3.06819 4.03398 -1.03578
C -3.37945 3.27916 -2.16929
C -2.60164 2.19962 -2.51129
C -1.48562 1.80745 -1.74556
O -0.89147 0.68183 -2.08272
H 1.76348 3.47178 1.00812
H 0.18670 3.80738 1.71821
H 0.60032 4.51752 0.16033
H 5.82595 1.28226 1.69345
H 4.19075 0.71631 2.04616
H 3.45994 2.15915 3.71702
H 2.83948 4.41294 4.49632
H 3.34322 6.39096 3.09219
H 4.49080 6.08559 0.91961
H 5.12835 3.83257 0.16107
H -1.68307 4.30063 0.54958
H -3.68042 4.87693 -0.74739
H -4.23734 3.53471 -2.77843
H -2.83592 1.58850 -3.37402
N -0.23666 -3.17381 -4.61520
C 0.50478 -2.25539 -5.32894
C 0.74705 -1.21926 -4.47450
N 0.16818 -1.48938 -3.26484
C -0.41501 -2.66008 -3.37648
C -1.09575 -3.19926 -2.20979
N -1.10956 -2.47158 -1.11152
C -1.80635 -3.19337 -0.17716
C -2.21265 -4.37356 -0.72649
N -1.76356 -4.36160 -2.03309
H -0.56314 -4.05936 -4.95824
H 0.78477 -2.42218 -6.35232
H 1.30199 -0.31420 -4.64636
H -1.94048 -2.82711 0.82580
H -2.75766 -5.20489 -0.31880
H -1.86890 -5.10807 -2.69727
S 2.23139 -2.13958 -1.25591
C 1.78195 -3.42919 -0.15372
C 2.09853 -4.76125 -0.38859
C 1.74455 -5.74743 0.52554
C 2.02846 -7.12183 0.20796
N 2.25320 -8.20929 -0.08859
C 1.09237 -5.39293 1.71346
C 0.78620 -4.06043 1.95807
C 1.10326 -3.08166 1.02634
S 0.65885 -1.40994 1.26148
C 0.69891 -6.40006 2.66255
N 0.37109 -7.20524 3.41423
H 2.61458 -5.04020 -1.29785
H 0.27122 -3.79112 2.87080
C -5.62884 1.40162 2.06059
C -4.36618 0.84078 1.47653
C -4.32904 0.30704 0.19418
C -3.12693 -0.14572 -0.32091
N -1.97942 -0.11218 0.35412
C -2.01729 0.37416 1.59563
C -3.16986 0.85863 2.18602
H -6.50706 1.03293 1.53333
H -5.62342 2.49059 1.98372
H -5.72139 1.14614 3.11582
H -5.22500 0.25889 -0.41109
H -3.06915 -0.53540 -1.33114
H -1.07956 0.37852 2.13840
H -3.13223 1.25144 3.19428